ORCA calculation (wB97M-V/def2-TZVPD) on C35H71AsCrN5O4P2Se2Si3 as an isolated structure at a distorted geometry.

Each line ends with the Mulliken charge.
Element x y z (Å)
H1 -1.7637 1.5323 4.8274  0.432
H2 4.1381 1.6471 0.6212  0.236
H3 -0.4463 -6.2415 -0.0298  0.277
C1 2.1034 -1.0900 -3.5631  -1.522
C2 3.3849 6.6147 0.4904  -0.507
C3 -1.9863 4.6054 2.0913  -0.327
C4 -2.4774 0.5012 1.9623  0.264
C5 -1.8238 0.2232 -4.9894  -1.010
As1 -0.5533 -2.5813 0.0174  -0.672
O1 1.5571 0.1206 -0.9812  0.372
C6 -3.3834 0.8619 0.8004  -1.835
C7 1.5478 4.5650 0.8471  1.098
H4 -3.9627 -5.4632 0.3872  0.426
H5 0.7040 3.7249 3.9534  0.421
H6 -0.6752 -3.5187 4.4137  0.488
C8 -3.9013 1.3513 -4.2069  -1.074
H7 3.0381 3.6451 2.0859  0.393
H8 -4.5778 -2.3169 -1.4416  0.445
H9 5.4966 1.3786 -1.5964  0.376
H10 0.4008 -5.8452 2.1541  0.315
N1 3.4237 1.7256 -1.7426  0.676
Se1 1.2413 1.4966 1.9262  -1.018
C9 -3.6695 -2.9020 -1.5908  -0.785
H11 -2.3769 -0.1282 5.0158  0.294
H12 4.3439 -2.2684 -0.8662  0.277
H13 -4.4381 1.2941 4.4470  0.391
H14 5.3089 -0.8278 -2.5429  0.394
H15 -1.8126 -4.4657 -2.9254  0.320
H16 0.9711 -1.1833 3.0847  -0.168
H17 2.0445 -1.7057 1.7946  -0.690
C10 4.4220 0.6239 0.8528  -0.946
H18 5.4684 -1.7236 0.3837  0.376
H19 -2.3680 -5.4948 1.1443  0.257
C11 -0.7996 -4.0793 -3.0422  -0.674
C12 -0.2546 4.1652 3.7053  -0.544
H20 4.6363 -2.0789 -3.5949  0.352
H21 2.1431 -2.8491 -2.1201  -0.524
H22 1.4422 2.3028 -2.1289  -0.219
C13 -0.9835 4.8405 4.6707  -0.654
H23 -3.3846 1.9526 0.6767  0.423
H24 2.5884 2.6947 -3.4274  0.299
C14 1.2296 5.6524 0.0379  -0.612
C15 3.7050 5.5292 1.2928  -0.726
H25 -4.7513 -2.1280 1.1243  0.474
C16 -2.3229 0.3414 -2.6202  0.060
C17 -2.9194 -5.1634 0.2615  -1.265
O2 -2.8318 0.2383 -0.3271  0.120
H26 2.2491 -4.4655 -2.8378  0.556
H27 -2.4236 -0.2720 -5.7532  0.410
O3 -1.4180 -0.1176 1.7350  0.421
C18 2.4540 2.6339 -2.3410  -0.735
H28 2.1733 -0.3966 -4.4094  0.214
H29 -4.3129 0.2831 -1.7689  0.504
H30 -4.7783 1.5311 2.7347  0.335
H31 -0.2977 -6.6678 -1.7315  0.477
H32 -4.7927 0.7329 -4.0793  0.279
Cr1 -0.1059 -0.0001 0.1886  1.582
C19 -4.0150 1.6265 3.5003  -0.863
H33 4.6265 -0.3875 -4.1188  0.262
C20 1.9951 -3.9121 -1.9298  -0.401
N2 -2.6817 0.6231 -3.8855  0.448
C21 1.4689 -2.0567 2.6566  -0.254
H34 4.6702 5.4789 1.7794  0.438
H35 -3.2668 -1.8201 2.0317  -0.638
C22 -1.9378 0.5847 4.3168  -0.819
H36 -3.4417 1.8101 -1.5141  0.584
H37 5.4889 0.5900 1.0849  0.387
N3 3.2074 -0.8992 -2.6266  1.092
Si1 -2.8328 -3.3007 0.0497  0.765
Si2 0.2147 -3.3572 2.1339  0.662
H38 -3.7270 2.6743 3.5910  0.139
C23 2.1483 6.6747 -0.1387  -0.679
H39 -1.7296 -2.5065 3.4229  -0.089
H40 -3.0055 -2.3525 -2.2540  -0.254
H41 2.1409 -2.1097 -3.9571  0.462
H42 -1.3280 1.0896 -5.4312  0.366
H43 2.6870 -4.2234 -1.1450  0.368
H44 -3.9527 -3.8258 -2.0980  0.584
H45 -1.8107 -4.2677 3.2869  0.268
C24 2.7879 4.5023 1.4733  -0.393
C25 1.1003 -5.0102 2.0988  -1.191
H46 -0.8689 -3.0284 -3.3344  -0.235
H47 5.0054 3.0782 -1.5495  0.322
H48 -4.0787 -3.3649 2.1862  0.538
C26 4.4412 -1.6534 0.0204  -0.628
C27 -3.3334 0.7200 -1.5452  -1.659
H49 -2.5226 -5.6905 -0.6054  0.295
C28 -2.7135 5.2870 3.0615  -0.788
H50 -3.8512 1.6586 -5.2481  0.433
Se2 -0.8429 2.8949 -0.6518  -0.562
O4 -1.2674 -0.2046 -2.3171  -0.087
C29 4.5153 -1.0483 -3.2527  -1.276
H51 3.7782 -2.0507 0.7965  0.009
H52 -2.7725 5.9440 5.1023  0.407
H53 1.7100 -5.1412 1.2048  0.225
P1 0.2946 3.2731 1.1232  0.048
P2 2.9984 0.1766 -1.3792  -0.939
C30 4.8046 2.1073 -2.0094  -1.209
H54 1.1468 -6.4486 -0.7399  0.433
H55 3.8637 0.3116 1.7401  0.219
H56 2.1705 -2.4474 3.3965  0.633
H57 4.1034 7.4117 0.3514  0.416
H58 -3.6685 5.7300 2.8081  0.434
C31 -3.8206 -2.5737 1.4807  -0.335
H59 -0.9907 0.2070 3.9464  0.060
H60 0.2699 5.6835 -0.4640  0.404
H61 -0.5889 4.9378 5.6736  0.444
C32 -1.1370 -3.4209 3.4280  -0.757
H62 4.9891 2.1986 -3.0845  0.311
H63 -1.0722 -0.4666 -4.6207  0.130
H64 -3.9996 2.2517 -3.6012  0.346
N4 -2.8489 0.8066 3.1986  0.517
H65 2.5844 3.6352 -1.9232  0.248
H66 -4.4065 0.5160 0.9813  0.484
H67 -0.3220 -4.6322 -3.8546  0.514
C33 -0.7548 4.0462 2.4085  0.995
C34 -2.2133 5.4050 4.3487  -0.460
H68 1.1517 -0.9447 -3.0577  0.473
H69 1.7601 -5.0680 2.9671  0.459
H70 1.9015 7.5183 -0.7697  0.427
C35 0.1405 -6.0728 -0.9273  -1.346
Si3 0.2190 -4.2746 -1.4785  0.563
H71 -2.3541 4.5309 1.0746  0.344
N5 4.1505 -0.2578 -0.2822  0.380

<S²>: 6.0126
Gap between HOMO and LUMO (spin up / spin down), eV: 7.8 / 8.4
2S+1: 5
Molecular weight, u: 1057.0
HOMO energy (spin up / spin down), eV: -9.3 / -10.0
Relative energy (zero: lowest compared OMol25 entry of this formula, charge and spin), kJ/mol: 1.5
Net charge: +1